Below is an isolated molecule of C2H7NO2S2 at a distorted geometry, with properties calculated with ωB97M-V/def2-TZVPD.

Each atom is followed by the atoms it is bonded to, with distances in Å.
Atoms and positions in Å:
1 C -1.686 1.271 0.260  N2 1.436, H8 1.042, H9 1.145, H10 1.154
2 N -0.652 1.726 -0.626  C1 1.436, S3 1.698, H11 1.017
3 S 0.768 0.829 -0.378  N2 1.698, O4 1.434, O5 1.394, S6 2.413
4 O 0.929 0.728 1.043  S3 1.434
5 O 1.749 1.457 -1.143  S3 1.394
6 S 0.308 -1.435 -1.074  S3 2.413, C7 1.845
7 C 1.295 -2.185 0.293  S6 1.845, H12 1.149, H13 0.997, H14 1.105
8 H -1.527 1.492 1.266  C1 1.042
9 H -2.750 1.623 0.020  C1 1.145
10 H -1.750 0.125 0.374  C1 1.154
11 H -0.944 1.587 -1.590  N2 1.017
12 H 0.979 -1.919 1.365  C7 1.149
13 H 2.278 -2.085 0.166  C7 0.997
14 H 1.004 -3.216 0.023  C7 1.105

The HOMO energy is -9.7 eV. Its multiplicity is 1. The value obtained for the HOMO-LUMO gap is 0.3341 Eh. The SMILES is CNS(=O)(=O)SC. The calculation puts the energy relative to the best compared isomer or geometry (same formula, charge and spin) at 58.8 kcal/mol.

Results of the Löwdin charge analysis, in e, for atoms 1 through 4: number 1, C, carries -0.2009; number 2, N, carries -0.1946; number 3, S, carries 0.4657; number 4, O, carries -0.3373